1.
The following is a DFT calculation (ωB97M-V/def2-TZVPD) of a cluster of 9 separate species, C24H72N6O9 in total in a non-equilibrium geometry.

XYZ file:
```
111
Properties=species:S:1:pos:R:3
C -17.697 -14.009 -13.328
C -18.834 -14.898 -12.798
C -19.471 -15.702 -13.942
O -20.152 -14.833 -14.916
C -21.560 -14.586 -14.673
N -18.258 -15.871 -11.785
H -16.920 -14.425 -13.968
H -17.284 -13.574 -12.417
H -18.198 -13.159 -13.791
H -19.538 -14.258 -12.266
H -20.071 -16.564 -13.650
H -18.573 -16.029 -14.466
H -21.966 -14.138 -15.580
H -21.870 -13.983 -13.819
H -22.050 -15.550 -14.535
H -18.072 -15.386 -10.919
H -18.983 -16.565 -11.670
C -24.377 -14.265 -11.237
C -23.566 -14.573 -10.000
C -24.436 -14.305 -8.774
O -23.583 -14.637 -7.753
C -22.989 -13.482 -7.112
N -22.930 -15.843 -10.108
H -24.797 -13.271 -11.394
H -25.207 -14.970 -11.212
H -23.897 -14.584 -12.162
H -22.801 -13.804 -9.889
H -25.331 -14.908 -8.619
H -24.828 -13.295 -8.652
H -22.394 -13.844 -6.274
H -23.864 -12.963 -6.720
H -22.430 -12.827 -7.781
H -22.272 -15.921 -9.346
H -22.374 -15.693 -10.938
C -26.309 -8.845 -15.513
C -25.825 -7.894 -16.687
C -24.650 -7.071 -16.162
O -24.945 -6.149 -15.084
C -26.075 -5.370 -15.415
N -25.382 -8.732 -17.785
H -25.556 -9.524 -15.114
H -27.259 -9.340 -15.714
H -26.595 -8.156 -14.718
H -26.597 -7.218 -17.054
H -24.302 -6.618 -17.090
H -23.915 -7.748 -15.727
H -27.004 -5.913 -15.242
H -26.072 -5.063 -16.461
H -26.073 -4.407 -14.904
H -26.088 -9.314 -18.212
H -25.081 -8.162 -18.562
C -20.894 -10.815 -15.393
C -21.974 -10.376 -16.355
C -21.593 -10.354 -17.812
O -20.554 -9.333 -18.165
C -20.792 -7.967 -17.881
N -23.111 -11.218 -16.090
H -21.310 -10.789 -14.386
H -19.991 -10.206 -15.377
H -20.637 -11.862 -15.555
H -22.180 -9.345 -16.066
H -22.422 -10.086 -18.468
H -21.245 -11.320 -18.175
H -20.742 -7.943 -16.792
H -21.602 -7.400 -18.339
H -19.937 -7.358 -18.175
H -23.957 -10.727 -16.342
H -23.222 -11.298 -15.089
C -22.827 -10.448 -9.708
C -21.979 -10.317 -10.955
C -20.677 -9.567 -10.680
O -19.911 -9.523 -11.841
C -18.515 -9.425 -11.601
N -21.670 -11.642 -11.447
H -22.334 -10.868 -8.831
H -23.750 -10.973 -9.954
H -23.071 -9.427 -9.414
H -22.545 -9.746 -11.691
H -20.154 -10.093 -9.881
H -20.973 -8.633 -10.203
H -18.072 -9.214 -12.575
H -18.135 -10.404 -11.312
H -18.204 -8.742 -10.811
H -21.730 -12.359 -10.739
H -20.682 -11.575 -11.649
C -27.753 -11.800 -13.227
C -28.703 -12.815 -13.736
C -29.929 -12.452 -14.652
O -30.726 -13.606 -14.842
C -32.077 -13.509 -14.537
N -27.890 -13.731 -14.488
H -26.800 -12.236 -12.925
H -28.087 -11.168 -12.405
H -27.505 -11.154 -14.070
H -29.118 -13.250 -12.827
H -29.539 -12.151 -15.624
H -30.525 -11.643 -14.229
H -32.170 -13.183 -13.501
H -32.603 -14.447 -14.714
H -32.412 -12.733 -15.226
H -28.567 -14.477 -14.557
H -27.811 -13.342 -15.416
O -23.655 -11.634 -13.445
H -22.938 -11.866 -12.855
H -24.152 -10.970 -12.968
O -24.827 -13.658 -14.837
H -25.553 -13.384 -14.276
H -24.092 -13.110 -14.562
O -25.035 -9.508 -12.329
H -24.801 -8.605 -12.544
H -25.952 -9.588 -12.591
```

Computed properties:
Energy relative to the best compared isomer or geometry (same formula, charge and spin) (eV): 2.043
2S+1: 2
HOMO-LUMO gap (spin up / spin down) (eV): 7.3 / 1.5
Calculated total energy (Eh): -1962.75408
Charge: +1
Lowest unoccupied orbital energy (spin up / spin down) (eV): -2.872 / -8.616

2.
The following is a DFT calculation (ωB97M-V/def2-TZVPD) of a cluster of 2 separate species, C11H15N in total in a non-equilibrium geometry.

XYZ file:
```
27
Properties=species:S:1:pos:R:3
C 1.638 -1.603 1.708
C 1.888 -0.171 1.860
C 2.394 0.659 2.887
N 2.191 2.031 2.736
C 1.621 2.097 1.424
C 1.044 3.201 0.760
C 0.157 3.064 -0.297
C -0.092 1.784 -0.695
C 0.619 0.604 -0.234
C 1.400 0.769 0.903
H 1.676 -2.180 2.710
H 2.535 -2.138 1.261
H 0.919 -1.716 0.953
H 2.780 0.339 3.810
H 2.420 2.893 3.348
H 1.246 4.308 0.957
H -0.090 3.899 -0.869
H -0.954 1.662 -1.387
H 0.548 -0.367 -0.695
C -2.939 -2.534 -1.900
C -3.217 -2.228 -3.387
H -3.466 -3.290 -1.415
H -1.821 -2.824 -1.966
H -2.871 -1.704 -1.274
H -2.864 -1.193 -3.593
H -4.228 -2.377 -3.699
H -2.534 -2.986 -3.904
```

Computed properties:
Energy relative to the best compared isomer or geometry (same formula, charge and spin) (eV): 2.530
HOMO-LUMO gap (eV): 8.5
Calculated total energy (Eh): -482.82218
SMILES string: Cc1c[nH]c2ccccc12.CC
Lowest unoccupied orbital energy (eV): 0.911

3.
The following is a DFT calculation (ωB97M-V/def2-TZVPD) of a cluster of 5 separate species, C40H69Br2N7O2S in total in a non-equilibrium geometry.

XYZ file:
```
121
Properties=species:S:1:pos:R:3
C -5.894 7.006 -2.057
C -5.839 5.841 -2.766
N -4.586 5.469 -3.401
C -4.427 5.879 -4.748
Br -4.497 7.759 -5.009
C -4.226 5.049 -5.768
C -3.991 5.443 -7.188
Br -4.251 3.186 -5.495
C -3.640 4.827 -2.718
N -2.440 4.490 -3.182
C -1.726 3.750 -2.137
C -0.477 4.543 -1.669
O -0.598 5.783 -1.767
O 0.471 3.859 -1.279
C -2.825 3.389 -1.116
S -3.650 1.862 -1.697
C -2.536 3.546 0.375
C -1.453 2.646 0.969
C -1.692 1.133 0.934
C -0.956 0.464 2.106
C 0.584 0.512 1.925
C 1.290 -0.837 2.151
C 2.008 -1.329 0.874
C 3.146 -2.309 1.168
C 2.675 -3.550 1.935
C 1.575 -4.359 1.216
C 0.591 -4.924 2.242
C -0.362 -5.988 1.701
C -1.422 -5.460 0.711
C -2.066 -4.113 1.101
C -1.581 -2.941 0.225
N -3.843 4.470 -1.416
H -6.505 7.839 -2.394
H -5.293 7.140 -1.159
H -6.645 5.118 -2.827
H -3.087 4.933 -7.530
H -4.802 5.072 -7.814
H -3.822 6.508 -7.302
H -1.920 5.247 -3.621
H -1.365 2.826 -2.592
H -4.313 1.541 -0.579
H -3.487 3.419 0.902
H -2.205 4.578 0.528
H -0.495 2.859 0.499
H -1.355 2.921 2.024
H -2.749 0.860 0.990
H -1.261 0.686 0.035
H -1.293 -0.568 2.222
H -1.192 1.012 3.024
H 0.787 0.820 0.895
H 1.006 1.287 2.566
H 0.588 -1.617 2.461
H 2.036 -0.779 2.950
H 2.457 -0.439 0.424
H 1.298 -1.782 0.182
H 3.635 -2.613 0.240
H 3.882 -1.795 1.795
H 2.285 -3.213 2.896
H 3.510 -4.226 2.130
H 1.065 -3.755 0.466
H 2.042 -5.194 0.684
H 1.201 -5.365 3.037
H 0.048 -4.099 2.712
H -0.841 -6.474 2.553
H 0.252 -6.729 1.180
H -2.214 -6.211 0.672
H -0.958 -5.408 -0.275
H -1.948 -3.899 2.159
H -3.137 -4.212 0.909
H -0.757 -2.407 0.699
H -1.209 -3.293 -0.739
H -2.394 -2.242 0.026
H -3.821 5.255 -0.775
C 3.677 1.990 5.226
C 3.627 1.266 6.568
C 4.205 -0.153 6.498
C 3.455 -0.976 5.550
N 2.851 -1.589 4.790
H 3.075 1.476 4.475
H 3.287 3.002 5.323
H 4.701 2.058 4.854
H 2.594 1.220 6.917
H 4.190 1.835 7.310
H 4.165 -0.632 7.477
H 5.249 -0.125 6.181
C -4.886 -2.102 5.478
C -3.482 -1.903 6.037
C -2.387 -2.384 5.079
C -2.515 -3.814 4.795
N -2.619 -4.936 4.569
H -5.100 -3.158 5.312
H -5.633 -1.720 6.173
H -5.008 -1.576 4.529
H -3.391 -2.432 6.987
H -3.320 -0.844 6.244
H -1.398 -2.210 5.505
H -2.442 -1.840 4.133
C 2.869 2.053 -2.421
C 4.264 1.554 -2.066
C 4.703 0.351 -2.911
C 3.804 -0.790 -2.727
N 3.098 -1.685 -2.582
H 2.113 1.289 -2.230
H 2.599 2.923 -1.826
H 2.811 2.336 -3.474
H 4.294 1.285 -1.008
H 4.986 2.360 -2.211
H 5.710 0.035 -2.637
H 4.710 0.613 -3.971
C 3.356 -3.116 -5.364
C 3.774 -4.063 -6.481
C 5.201 -3.798 -6.976
C 5.338 -2.443 -7.512
N 5.445 -1.379 -7.934
H 3.347 -2.079 -5.704
H 2.351 -3.352 -5.015
H 4.028 -3.188 -4.510
H 3.078 -3.974 -7.317
H 3.716 -5.094 -6.127
H 5.472 -4.504 -7.763
H 5.914 -3.917 -6.158
```

Computed properties:
HOMO-LUMO gap (eV): 7.0
Calculated total energy (Eh): -7645.35067
Lowest unoccupied orbital energy (eV): -1.406

4.
The following is a DFT calculation (ωB97M-V/def2-TZVPD) of a structure of composition C32H26FN5O13Ti in a non-equilibrium geometry.

XYZ file:
```
78
Properties=species:S:1:pos:R:3
Ti -0.532 -0.270 0.591
O -3.724 -1.253 4.035
C -2.813 -1.315 3.036
O -1.642 -1.465 3.245
C -3.454 -1.288 1.681
C -4.817 -1.494 1.535
C -5.346 -1.504 0.251
C -4.484 -1.350 -0.821
C -3.129 -1.158 -0.574
N -2.625 -1.093 0.651
C -2.134 -1.063 -1.724
O -2.525 -1.250 -2.864
O -0.945 -0.833 -1.324
H -3.211 -1.318 4.853
H -5.438 -1.631 2.407
H -6.408 -1.639 0.102
H -4.797 -1.374 -1.854
C 2.909 -1.549 3.184
C 1.680 -1.425 2.339
N 1.069 -0.310 2.159
O 1.601 0.810 2.787
C 1.128 -2.595 1.682
C 1.690 -3.963 1.897
N 0.051 -2.389 0.952
O -0.575 -3.354 0.426
H 2.983 -0.724 3.887
H 3.792 -1.530 2.542
H 2.916 -2.496 3.719
H 0.887 1.448 2.651
H 2.766 -3.997 1.712
H 1.188 -4.641 1.210
H 1.525 -4.332 2.914
C 0.784 1.196 -6.372
C 2.190 1.084 -5.793
C 2.982 0.023 -6.546
C 4.350 -0.177 -5.924
C 4.187 -0.581 -4.490
C 5.077 -1.426 -3.866
C 4.888 -1.777 -2.533
F 5.791 -2.614 -1.970
C 3.836 -1.310 -1.801
C 2.923 -0.442 -2.415
C 1.790 0.058 -1.614
O 1.602 -0.413 -0.482
C 1.006 1.072 -2.253
C 1.218 1.334 -3.568
N 2.156 0.758 -4.353
C 3.084 -0.088 -3.760
C -0.099 1.845 -1.561
O -0.703 2.695 -2.199
O -0.270 1.552 -0.327
H 0.851 1.212 -7.460
H 0.265 2.099 -6.063
H 0.180 0.339 -6.074
H 2.709 2.046 -5.902
H 3.063 0.333 -7.589
H 2.421 -0.916 -6.527
H 4.918 0.758 -5.985
H 4.925 -0.932 -6.463
H 5.929 -1.825 -4.400
H 3.675 -1.595 -0.772
H 0.565 2.058 -4.032
O -3.175 1.793 1.288
C -2.317 1.647 2.146
O -1.253 0.937 2.099
C -2.515 2.310 3.510
C -3.495 3.290 3.649
C -3.717 3.890 4.877
C -2.943 3.469 5.947
C -1.966 2.493 5.851
C -1.754 1.917 4.608
N -3.175 4.097 7.270
O -2.572 3.648 8.223
O -4.065 4.917 7.359
H -4.075 3.561 2.779
H -4.464 4.656 5.014
H -1.394 2.204 6.718
H -0.998 1.153 4.471
```

Computed properties:
2S+1: 2
HOMO-LUMO gap (spin up / spin down) (eV): 6.1 / 6.1
Calculated total energy (Eh): -3436.46413
Charge: -1
Lowest unoccupied orbital energy (spin up / spin down) (eV): 1.557 / 1.555

5.
The following is a DFT calculation (ωB97M-V/def2-TZVPD) of the molecule C2H6N2O2 in a non-equilibrium geometry.

XYZ file:
```
12
Properties=species:S:1:pos:R:3
N -1.191 0.715 -1.436
N -0.097 0.876 -0.566
C 0.124 -0.090 0.381
O -0.971 -0.873 0.658
C 1.265 -0.328 1.034
O 1.393 -1.331 1.961
H -0.941 0.076 -2.199
H -1.414 1.607 -1.889
H 0.759 1.320 -0.910
H -1.621 -0.441 0.062
H 2.185 0.223 0.907
H 0.509 -1.755 1.997
```

Computed properties:
Energy relative to the best compared isomer or geometry (same formula, charge and spin) (eV): 2.901
HOMO-LUMO gap (eV): 7.7
Calculated total energy (Eh): -339.72604
SMILES string: NN/C(O)=C/O
Lowest unoccupied orbital energy (eV): 0.656

6.
The following is a DFT calculation (ωB97M-V/def2-TZVPD) of a structure of composition C64H53CdN9O4S2.

XYZ file:
```
133
Properties=species:S:1:pos:R:3
Cd 1.346 0.802 0.142
N 5.629 -2.320 0.749
C 5.730 -3.247 1.795
C 6.565 -4.347 1.661
C 6.700 -5.274 2.690
C 5.988 -5.109 3.864
C 5.149 -4.005 4.003
C 5.031 -3.073 2.988
S 3.994 -1.656 3.185
N 4.004 -0.914 1.697
C 4.720 -1.267 0.729
C 4.717 -0.486 -0.554
C 5.718 -0.733 -1.491
C 5.720 -0.056 -2.697
C 4.723 0.856 -2.957
C 3.765 1.061 -1.977
N 3.759 0.423 -0.801
H 5.876 -2.685 -0.150
H 7.121 -4.478 0.734
H 7.359 -6.124 2.561
H 6.074 -5.830 4.669
H 4.573 -3.859 4.913
H 6.514 -1.436 -1.290
H 6.498 -0.250 -3.428
H 4.678 1.394 -3.893
H 2.949 1.766 -2.126
C -1.940 1.946 1.304
N -0.499 1.734 1.532
C 0.056 2.443 2.439
C 1.478 2.526 2.614
C 2.205 3.298 3.524
C 3.550 3.182 3.139
C 3.560 2.350 2.010
N 2.317 1.952 1.697
C -2.806 1.478 2.453
C -3.167 0.136 2.570
C -3.958 -0.303 3.624
C -4.395 0.597 4.592
C -4.035 1.934 4.493
C -3.253 2.369 3.427
H -2.221 1.421 0.392
H -2.117 3.006 1.125
H -0.543 3.072 3.106
H 1.799 3.870 4.353
H 4.410 3.644 3.607
H 4.412 2.036 1.425
H -2.829 -0.573 1.819
H -4.243 -1.349 3.686
H -5.022 0.257 5.410
H -4.368 2.645 5.244
H -2.999 3.422 3.337
S -2.373 -4.276 3.278
C -1.356 -3.078 2.431
C -0.717 -2.088 3.162
C -0.007 -1.122 2.471
N 0.101 -1.117 1.143
C -0.502 -2.080 0.445
C -1.250 -3.081 1.048
C -1.365 -5.730 3.063
C -0.246 -5.942 3.854
C 0.449 -7.134 3.717
N 0.102 -8.102 2.868
C -0.961 -7.874 2.100
C -1.723 -6.713 2.156
H -0.793 -2.058 4.243
H 0.484 -0.313 2.998
H -0.417 -2.012 -0.636
H -1.750 -3.828 0.444
H 0.072 -5.186 4.561
H 1.325 -7.331 4.327
H -1.219 -8.665 1.403
H -2.581 -6.577 1.510
O 1.412 -0.933 -1.572
C 1.947 -2.080 -1.613
O 2.528 -2.722 -0.713
C 1.825 -2.826 -2.936
C 0.740 -3.660 -3.183
C 0.709 -4.461 -4.318
C 1.763 -4.432 -5.223
C 2.834 -3.573 -5.001
C 2.861 -2.773 -3.866
H -0.085 -3.682 -2.478
H -0.138 -5.113 -4.496
H 1.746 -5.067 -6.102
H 3.651 -3.533 -5.714
H 3.694 -2.100 -3.686
C -5.771 4.880 0.797
C -4.765 4.608 -0.298
C -5.004 3.567 -1.195
C -4.098 3.284 -2.204
C -2.929 4.021 -2.319
C -2.661 5.050 -1.420
N -1.446 5.795 -1.440
C -0.491 5.565 -2.475
C -0.634 6.267 -3.670
C 0.307 6.152 -4.681
C 1.406 5.321 -4.513
C 1.537 4.591 -3.342
C 0.605 4.697 -2.314
C 0.785 3.843 -1.057
O 0.491 4.362 0.032
O 1.248 2.678 -1.290
C -3.595 5.364 -0.413
C -3.270 6.493 0.537
H -6.625 4.210 0.696
H -6.142 5.909 0.762
H -5.337 4.714 1.788
H -5.894 2.954 -1.084
H -4.286 2.457 -2.879
H -2.195 3.764 -3.076
H -0.952 5.665 -0.561
H -1.492 6.921 -3.784
H 0.188 6.720 -5.596
H 2.152 5.236 -5.294
H 2.365 3.904 -3.210
H -2.438 6.228 1.203
H -4.124 6.765 1.157
H -2.947 7.371 -0.028
C -1.387 0.367 -2.193
C -2.543 -0.341 -2.316
C -3.287 -0.858 -1.169
C -4.483 -1.501 -1.295
C -5.078 -1.732 -2.568
C -4.358 -1.275 -3.711
C -3.162 -0.630 -3.607
C -6.321 -2.402 -2.703
N -7.340 -2.953 -2.819
H -0.847 0.730 -3.064
H -0.945 0.578 -1.221
H -2.856 -0.712 -0.184
H -5.007 -1.845 -0.407
H -4.790 -1.459 -4.690
H -2.638 -0.309 -4.503
```

Computed properties:
HOMO-LUMO gap (eV): 4.2
Calculated total energy (Eh): -4228.65778
Charge: -2
Lowest unoccupied orbital energy (eV): 3.464